Formula: C4H7NO2
Source: the Open Molecules 2025 dataset
Level of theory: ωB97M-V with the def2-TZVPD basis set

E_tot: -9843.1439 eV
Energy above the lowest of the compared OMol25 structures with the same formula, charge and spin: 399.0 kJ/mol
Strongest force on any atom: 3.7 eV Å⁻¹
Frontier orbital gap: 8.70 eV
E_HOMO: -0.297 Ha

Cartesian coordinates (Å):
C1 1.335 -0.943 -1.607
C2 1.254 -0.699 -0.302
O1 2.264 -0.825 0.562
N1 -0.202 -0.937 0.637
C3 -0.672 0.198 0.571
C4 -1.952 0.844 0.953
O2 0.298 1.090 -0.181
H1 0.541 -0.669 -2.278
H2 2.170 -1.517 -1.973
H3 1.892 -1.103 1.412
H4 -2.582 1.002 0.072
H5 -2.477 0.198 1.655
H6 -1.768 1.810 1.419
H7 -0.103 1.551 -0.938